--- 1 ---
The following is a quantum chemistry calculation of a cluster of 2 separate species, C3H8OS in total, from OMol25.

Kohn-Sham gap in eV: 10.017
LUMO energy in hartree: 0.03861
SMILES: CC=O.CS
E_HOMO in eV: -9.0

```
! RIJCOSX wB97M-V def2-TZVPD def2/J DEFGRID3
* xyz 0 1
C -4.379 0.198 -1.431
C -3.672 -1.097 -1.720
O -2.474 -1.193 -1.598
H -3.653 0.799 -0.884
H -5.356 0.035 -0.992
H -4.538 0.654 -2.406
H -4.149 -1.961 -2.228
C 4.952 0.685 2.242
S 4.342 0.445 0.537
H 6.021 0.853 2.178
H 4.425 1.504 2.717
H 4.746 -0.194 2.847
H 3.735 -0.728 0.739
*
```


--- 2 ---
The following is a quantum chemistry calculation of a cluster of 2 separate species, C3H8OS in total, from OMol25.

Kohn-Sham gap in eV: 3.191
LUMO energy in hartree: -0.13597
E_HOMO in eV: -6.9

```
! RIJCOSX wB97M-V def2-TZVPD def2/J DEFGRID3
* xyz 0 1
C -0.717 1.081 -0.798
O -1.422 1.031 -2.139
C -1.728 1.002 0.214
C 2.253 -1.960 0.441
S 1.734 -0.976 1.823
H -0.098 1.982 -0.796
H 0.001 0.246 -0.753
H -2.320 1.040 -1.795
H -1.822 1.731 1.009
H -2.202 0.027 0.293
H 1.397 -2.593 0.179
H 2.298 -1.239 -0.410
H 2.626 -1.372 2.731
*
```


1 comes first in stability; the runner-up is 668.4 kJ/mol higher.


--- 1 ---
The following is a quantum chemistry calculation of a cluster of 2 separate species, C3H8OS in total, from OMol25.

Kohn-Sham gap in eV: 9.779
LUMO energy in hartree: 0.03365
SMILES: CC=O.CS
E_HOMO in eV: -8.9

```
! RIJCOSX wB97M-V def2-TZVPD def2/J DEFGRID3
* xyz 0 1
C -2.697 0.739 -0.003
C -1.681 -0.306 -0.454
O -0.889 -0.110 -1.342
H -2.262 1.724 -0.162
H -3.580 0.594 -0.620
H -2.797 0.634 1.076
H -1.618 -1.278 0.050
C 1.491 0.916 0.013
S 1.715 -0.701 0.809
H 2.107 1.657 0.528
H 0.506 1.229 0.338
H 1.672 0.994 -1.048
H 2.805 -1.064 0.130
*
```


--- 2 ---
The following is a quantum chemistry calculation of a cluster of 2 separate species, C3H8OS in total, from OMol25.

Kohn-Sham gap in eV: 9.523
LUMO energy in hartree: 0.02318
SMILES: C=O.CSC
E_HOMO in eV: -8.9

```
! RIJCOSX wB97M-V def2-TZVPD def2/J DEFGRID3
* xyz 0 1
C 2.515 -1.383 -0.694
O 3.320 -0.584 -1.213
H 2.200 -1.221 0.389
H 2.329 -2.228 -1.319
C 0.213 0.679 0.390
S -1.070 -0.670 -0.143
C -2.555 0.437 0.147
H 0.654 0.443 1.443
H -0.258 1.728 0.517
H 1.168 0.914 -0.173
H -3.497 -0.016 -0.187
H -2.653 0.547 1.198
H -2.365 1.355 -0.354
*
```


--- 3 ---
The following is a quantum chemistry calculation of a cluster of 2 separate species, C3H8OS in total, from OMol25.

Kohn-Sham gap in eV: 9.738
LUMO energy in hartree: 0.03187
SMILES: CC=O.CS
E_HOMO in eV: -8.9

```
! RIJCOSX wB97M-V def2-TZVPD def2/J DEFGRID3
* xyz 0 1
C 0.725 -2.687 1.375
C 0.289 -1.413 0.678
O -0.146 -0.331 0.924
H -0.139 -3.400 1.281
H 1.532 -3.204 0.798
H 0.929 -2.595 2.453
H 0.725 -1.542 -0.261
C -0.218 2.653 -1.110
S -1.709 2.352 -2.119
H 0.417 1.839 -0.698
H -0.364 3.307 -0.259
H 0.467 3.178 -1.820
H -2.508 1.843 -1.241
*
```


1 comes first in stability; the runner-up is 53.2 kJ/mol higher.


--- 1 ---
The following is a quantum chemistry calculation of a cluster of 2 separate species, C3H8OS in total, from OMol25.

Kohn-Sham gap (alpha / beta) in eV: 8.405 / 8.381
LUMO energy (alpha / beta) in hartree: -0.01851 / -0.01847
E_HOMO (alpha / beta) in eV: -8.9 / -8.9

```
! RIJCOSX wB97M-V def2-TZVPD def2/J DEFGRID3
* xyz 0 1
C 2.088 -0.734 -2.475
C -1.564 0.401 1.349
C -0.906 -0.525 0.350
O 1.487 0.425 1.075
S 0.748 0.142 -0.147
H 2.937 -1.146 -1.910
H 2.383 0.294 -2.749
H -1.768 1.374 0.902
H -2.503 -0.022 1.705
H -0.902 0.544 2.203
H -1.473 -0.638 -0.570
H -0.713 -1.503 0.788
H 0.188 1.388 -0.521
*
```


--- 2 ---
The following is a quantum chemistry calculation of a cluster of 4 separate species, C3H8OS in total, from OMol25.

Kohn-Sham gap in eV: 7.473
LUMO energy in hartree: -0.05546
E_HOMO in eV: -9.0

```
! RIJCOSX wB97M-V def2-TZVPD def2/J DEFGRID3
* xyz 0 1
C 1.852 -0.704 0.023
C -0.170 0.396 0.395
C -1.486 0.901 -0.282
H 2.924 -0.084 -1.400
H 2.009 0.432 1.470
H 1.586 -2.422 0.342
H -0.390 -0.060 1.563
H 0.507 1.338 0.610
H -1.161 1.180 -1.456
H -2.383 1.752 -0.077
H -1.430 -1.709 -0.541
O 0.637 -0.274 -0.605
S -2.495 -0.745 -0.041
*
```


1 comes first in stability; the runner-up is 656.5 kJ/mol higher.


--- 1 ---
The following is a quantum chemistry calculation of a cluster of 2 separate species, C3H6O2 in total, from OMol25.

Kohn-Sham gap in eV: 9.083
LUMO energy in hartree: 0.02806
E_HOMO in eV: -8.3

```
! RIJCOSX wB97M-V def2-TZVPD def2/J DEFGRID3
* xyz 0 1
O 0.005 -1.052 -1.215
C -0.884 -0.314 -0.485
C -1.122 -0.461 0.818
C 0.914 1.531 -0.064
O 1.875 0.631 -0.064
H 0.252 -1.830 -0.696
H -1.366 0.436 -1.099
H -0.583 -1.183 1.427
H -1.851 0.173 1.307
H 0.935 1.906 0.990
H 1.825 0.165 -0.919
*
```


--- 2 ---
The following is a quantum chemistry calculation of a cluster of 2 separate species, C3H6O2 in total, from OMol25.

Kohn-Sham gap in eV: 10.511
LUMO energy in hartree: 0.02360
SMILES: CC=O.C=O
E_HOMO in eV: -9.9

```
! RIJCOSX wB97M-V def2-TZVPD def2/J DEFGRID3
* xyz 0 1
C -0.359 -0.633 1.022
C 0.959 -1.020 0.381
O 2.011 -0.608 0.800
H -0.241 0.368 1.430
H -0.529 -1.316 1.857
H -1.190 -0.730 0.327
H 0.930 -1.675 -0.509
C -0.378 1.410 -1.332
O 0.431 0.812 -1.976
H -0.169 2.191 -0.579
H -1.465 1.201 -1.422
*
```


2 comes first in stability; the runner-up is 241.1 kJ/mol higher.


--- 1 ---
The following is a quantum chemistry calculation of an isolated molecule of C3H6O2, from OMol25.

Kohn-Sham gap in eV: 9.886
LUMO energy in hartree: 0.02961
SMILES: C=C(O)CO
E_HOMO in eV: -9.1

```
! RIJCOSX wB97M-V def2-TZVPD def2/J DEFGRID3
* xyz 0 1
C 0.066 -0.719 -1.403
C 0.211 -0.114 -0.224
O 1.467 0.247 0.170
C -0.867 0.364 0.723
O -0.410 0.653 2.021
H 0.845 -0.596 -2.155
H -0.835 -1.233 -1.698
H 2.001 -0.336 -0.392
H -1.648 -0.404 0.789
H -1.323 1.256 0.257
H 0.518 0.920 1.951
*
```


--- 2 ---
The following is a quantum chemistry calculation of an isolated molecule of C3H6O2, from OMol25.

Kohn-Sham gap in eV: 11.252
LUMO energy in hartree: 0.03147
SMILES: CC(=O)CO
E_HOMO in eV: -10.4

```
! RIJCOSX wB97M-V def2-TZVPD def2/J DEFGRID3
* xyz 0 1
C 1.344 0.676 0.373
C 0.062 -0.116 0.443
O -0.276 -0.669 1.473
C -0.868 -0.243 -0.764
O -1.901 -1.131 -0.473
H 1.143 1.714 0.661
H 1.789 0.682 -0.627
H 2.046 0.272 1.107
H -0.295 -0.586 -1.640
H -1.268 0.753 -1.021
H -1.776 -1.352 0.468
*
```


2 comes first in stability; the runner-up is 92.9 kJ/mol higher.


--- 1 ---
The following is a quantum chemistry calculation of an isolated molecule of C3H6O2, from OMol25.

Kohn-Sham gap in eV: 10.528
LUMO energy in hartree: 0.03566
SMILES: COCC=O
E_HOMO in eV: -9.6

```
! RIJCOSX wB97M-V def2-TZVPD def2/J DEFGRID3
* xyz 0 1
C -1.537 -0.668 0.244
O -0.983 0.453 -0.491
C 0.114 1.031 0.108
C 1.340 0.165 0.129
O 1.363 -1.000 -0.176
H -2.479 -0.879 -0.277
H -1.674 -0.387 1.320
H -0.839 -1.569 0.154
H 0.302 2.006 -0.406
H -0.125 1.297 1.163
H 2.269 0.744 0.497
*
```


--- 2 ---
The following is a quantum chemistry calculation of an isolated molecule of C3H6O2, from OMol25.

Kohn-Sham gap in eV: 10.890
LUMO energy in hartree: 0.02799
SMILES: COC(C)=O
E_HOMO in eV: -10.1

```
! RIJCOSX wB97M-V def2-TZVPD def2/J DEFGRID3
* xyz 0 1
C -0.789 -1.331 0.412
O -0.719 -0.004 0.994
C 0.290 0.763 0.710
C 0.666 0.859 -0.786
O 0.906 1.415 1.517
H -1.784 -1.682 0.926
H 0.193 -1.725 0.324
H -1.068 -0.929 -0.828
H 1.224 -0.038 -1.096
H 1.262 1.545 -0.892
H -0.182 1.128 -1.280
*
```


--- 3 ---
The following is a quantum chemistry calculation of an isolated molecule of C3H6O2, from OMol25.

Kohn-Sham gap in eV: 10.555
LUMO energy in hartree: 0.02580
SMILES: C[C@H](O)C=O
E_HOMO in eV: -9.9

```
! RIJCOSX wB97M-V def2-TZVPD def2/J DEFGRID3
* xyz 0 1
C 0.957 -0.674 -0.168
C -0.467 -0.145 0.183
O -1.403 -0.293 -0.864
C -0.406 1.393 0.506
O 0.555 1.915 1.008
H 1.052 -1.768 -0.091
H 1.284 -0.247 -1.133
H 1.615 -0.288 0.598
H -0.746 -0.633 1.098
H -1.096 -1.222 -1.307
H -1.345 1.962 0.170
*
```


--- 4 ---
The following is a quantum chemistry calculation of a cluster of 2 separate species, C3H6O2 in total, from OMol25.

Kohn-Sham gap (alpha / beta) in eV: 8.264 / 7.679
LUMO energy (alpha / beta) in hartree: -0.01109 / -0.02621
E_HOMO (alpha / beta) in eV: -8.6 / -8.4

```
! RIJCOSX wB97M-V def2-TZVPD def2/J DEFGRID3
* xyz 0 1
C -1.362 0.543 0.331
O -0.690 -0.485 0.696
C 0.578 -0.798 0.443
C 1.561 0.194 0.111
O 2.738 -0.045 -0.103
H -0.900 1.349 -0.225
H -0.969 -0.361 -1.838
H -2.378 0.585 0.699
H -0.302 -0.707 -1.773
H 0.835 -1.797 0.764
H 1.189 1.245 0.108
*
```


3 comes first in stability; the runner-up is 26.8 kJ/mol higher.


--- 1 ---
The following is a quantum chemistry calculation of a cluster of 2 separate species, C3H5O3 in total, from OMol25.

Kohn-Sham gap in eV: 8.506
LUMO energy in hartree: 0.16349
E_HOMO in eV: -4.1

```
! RIJCOSX wB97M-V def2-TZVPD def2/J DEFGRID3
* xyz -1 1
C 1.505 -0.204 0.436
C 1.051 1.079 0.680
O -0.165 1.501 0.298
H 2.471 -0.406 0.861
H 0.872 -0.960 -0.009
H 1.624 1.828 1.222
H -0.466 0.913 -0.475
O -1.449 -1.396 0.410
C -1.756 -0.928 -0.741
O -1.039 -0.109 -1.432
H -2.649 -1.318 -1.249
*
```


--- 2 ---
The following is a quantum chemistry calculation of a cluster of 2 separate species, C3H5O3 in total, from OMol25.

Kohn-Sham gap in eV: 8.260
LUMO energy in hartree: 0.14763
E_HOMO in eV: -4.2

```
! RIJCOSX wB97M-V def2-TZVPD def2/J DEFGRID3
* xyz -1 1
O -1.997 1.635 -0.541
C -1.354 0.804 0.061
C -0.048 1.144 0.724
H -1.749 -0.219 0.114
H -0.127 2.139 1.160
H 0.205 0.445 1.511
H 0.682 1.035 -0.092
O 0.905 -2.960 -0.425
C 1.110 -1.782 -0.766
O 0.342 -0.983 -1.378
H 2.031 -1.257 -0.369
*
```


--- 3 ---
The following is a quantum chemistry calculation of a structure of composition C3H5O3, from OMol25.

Kohn-Sham gap in eV: 8.384
LUMO energy in hartree: 0.15808
E_HOMO in eV: -4.1

```
! RIJCOSX wB97M-V def2-TZVPD def2/J DEFGRID3
* xyz -1 1
C -2.289 -1.481 -1.495
C -1.371 -1.784 -0.535
O -0.311 -1.123 -0.246
H -3.143 -2.154 -1.484
H -2.490 -0.655 -2.165
H -1.745 -2.612 0.094
H 0.437 -0.336 0.152
O 1.411 0.416 0.326
C 1.237 1.452 1.066
O 1.457 2.620 0.871
H 0.809 1.141 2.074
*
```


2 comes first in stability; the runner-up is 21.5 kJ/mol higher.


--- 1 ---
The following is a quantum chemistry calculation of a cluster of 2 separate species, C3H5O3 in total, from OMol25.

Kohn-Sham gap in eV: 8.007
LUMO energy in hartree: 0.14241
E_HOMO in eV: -4.1

```
! RIJCOSX wB97M-V def2-TZVPD def2/J DEFGRID3
* xyz -1 1
O 2.031 1.077 2.431
C 1.259 0.342 1.858
C 0.649 0.509 0.511
H 1.126 -0.646 2.317
H -0.327 0.032 0.466
H 0.513 1.568 0.262
H 1.171 0.110 -0.362
O -0.514 -1.295 -1.591
C -1.600 -0.738 -1.847
O -2.188 0.193 -1.273
H -2.119 -1.152 -2.771
*
```


--- 2 ---
The following is a quantum chemistry calculation of the ion C3H5O3 with charge -1, from OMol25.

Kohn-Sham gap in eV: 7.825
LUMO energy in hartree: 0.14163
SMILES: O=C([O-])CCO
E_HOMO in eV: -4.0

```
! RIJCOSX wB97M-V def2-TZVPD def2/J DEFGRID3
* xyz -1 1
O 1.637 -1.148 1.122
C 1.058 -0.047 1.341
O 0.838 0.517 2.421
C 0.379 0.535 0.023
C -0.910 -0.101 -0.446
O -1.028 -0.334 -1.868
H 0.093 1.625 0.225
H 1.180 0.453 -0.726
H -1.731 0.602 -0.324
H -0.871 -0.907 0.301
H -0.646 -1.196 -2.069
*
```


--- 3 ---
The following is a quantum chemistry calculation of a cluster of 2 separate species, C3H5O3 in total, from OMol25.

Kohn-Sham gap in eV: 8.125
LUMO energy in hartree: 0.14076
E_HOMO in eV: -4.3

```
! RIJCOSX wB97M-V def2-TZVPD def2/J DEFGRID3
* xyz -1 1
O 3.017 0.944 1.006
C 2.174 0.563 0.244
C 0.699 0.638 0.380
H 2.578 0.186 -0.817
H 0.028 0.293 -0.404
H 0.610 1.746 0.239
H 0.304 0.202 1.297
O -1.573 -0.928 0.455
C -2.339 -1.151 -0.512
O -2.405 -2.203 -1.175
H -3.092 -0.291 -0.713
*
```


--- 4 ---
The following is a quantum chemistry calculation of a cluster of 2 separate species, C3H5O3 in total, from OMol25.

Kohn-Sham gap in eV: 7.491
LUMO energy in hartree: 0.13640
E_HOMO in eV: -3.8

```
! RIJCOSX wB97M-V def2-TZVPD def2/J DEFGRID3
* xyz -1 1
O 1.934 0.758 -1.784
C 1.663 1.023 -0.640
C 1.503 -0.044 0.394
H 1.383 2.066 -0.414
H 0.488 -0.330 0.659
H 2.056 0.241 1.298
H 2.068 -0.892 -0.001
O -2.230 -0.006 -0.763
C -2.752 -0.737 0.110
O -2.686 -1.952 0.337
H -3.427 -0.128 0.805
*
```


1 comes first in stability; the runner-up is 21.9 kJ/mol higher.